(1)
The following is a quantum chemistry calculation of C9H21NO2S2 as an isolated structure in a non-equilibrium geometry, from OMol25.

As for the lowest unoccupied orbital energy: 0.11 eV. The value obtained for the HOMO energy is -8.53 eV. The charge is 0.

Element x y z (Å)
H -1.977377 0.059530 -2.950372
H -0.162016 2.890841 0.940443
S 1.027260 2.372025 -0.614867
H -0.041038 -3.641458 -1.925886
H 2.882338 1.231375 0.403027
C -1.570261 1.298370 0.224784
H -1.111804 0.534372 0.747823
C 1.832824 1.283905 0.671072
C -0.223339 -0.921078 -1.695506
N 0.741784 1.553789 3.143839
H -2.973370 1.285936 -1.565074
H -2.374189 1.569535 1.049267
H -1.338321 -1.435823 -0.068391
C -0.525233 2.482728 0.073265
H 1.448715 0.347530 0.849018
H 1.909990 -2.662118 -0.774429
C -1.046078 -2.058540 -1.062595
S 2.088409 2.016270 2.269809
H -0.714287 -4.012450 -0.444518
H -0.830913 3.351291 -0.444579
C -1.142195 0.235172 -2.182557
H 0.463934 2.428274 4.048645
H -2.507290 -0.307674 -0.635270
H 1.194070 0.936970 3.906169
H 0.396879 -1.487238 -2.631691
H 1.725300 -4.006547 0.246778
O 1.783290 3.460924 1.808587
O 3.243910 1.552507 3.034975
H -2.053768 -2.301643 -1.531785
H -0.405976 0.869764 -2.730866
C 1.165856 -3.130682 -0.110655
C -2.083533 0.714923 -1.037904
H 0.369164 -0.677754 -0.863355
H 0.990527 -2.621243 0.740562
C -0.183261 -3.211787 -0.887764

Cartesian forces, eV/Å:
H 1.7 -0.9 0.6
H -0.5 0.9 3.0
S 3.0 -2.8 -0.7
H 0.3 0.5 0.8
H 0.2 -0.5 -0.6
C 0.0 3.4 1.0
H 1.6 -1.7 1.1
C 1.5 2.0 -0.8
C -1.8 -2.8 -4.1
N -0.3 1.6 5.9
H 1.7 -0.8 1.4
H 1.2 0.0 -2.1
H 0.5 -2.4 -1.4
C -2.4 -1.1 -0.1
H -1.0 -2.3 -0.1
H -0.2 0.5 0.6
C -1.6 3.6 1.9
S -1.7 5.7 -0.8
H -0.9 -0.9 0.8
H -1.5 0.9 -0.7
C 0.2 0.1 -0.7
H 1.1 -2.7 -4.2
H 0.0 2.1 -1.3
H -1.0 0.4 -1.7
H -1.3 2.1 2.4
H -1.0 -0.6 -0.6
O 2.0 -3.5 3.0
O -0.8 0.6 -1.5
H 1.4 0.2 0.2
H -1.0 0.7 0.9
C 0.7 -0.7 -3.5
C -2.6 -1.1 -1.0
H 1.5 1.0 0.3
H -0.3 2.3 2.9
C 1.5 -3.5 -0.7

***

(2)
The following is a quantum chemistry calculation of C19H21HgIN2 as an isolated structure in a non-equilibrium geometry, from OMol25.

As for the lowest unoccupied orbital energy (spin up / spin down): -2.35 / -1.34 eV. The value obtained for the HOMO energy (spin up / spin down) is -7.59 / -8.45 eV. The charge is 0.

Element x y z (Å)
N 0.707201 -1.426254 -1.495367
C 2.970674 4.152680 0.938970
H -2.566566 -1.951011 -3.620256
C -3.038286 -0.356588 -0.212437
H 2.187062 -1.238148 3.934915
H -3.111956 0.103117 0.763828
H 1.998204 4.556539 2.846962
H 3.734370 4.926807 1.075680
N -1.865869 -0.918379 -0.506170
C 2.016221 2.351305 -0.384693
Hg -0.045601 -0.325057 2.403658
C 0.991540 2.158120 0.577127
C 1.831947 -0.269831 3.525503
H -2.326339 1.188112 2.782834
H 0.249817 0.367569 -0.349271
H -3.038396 -0.522422 2.540610
H 2.525845 0.572517 3.325440
H -4.797075 -0.887333 -3.054733
H -1.011311 1.446904 0.433261
C -4.134480 -0.311103 -1.089061
H -2.027406 -0.230345 3.808510
H 1.189730 -4.302260 -4.025591
H 2.669073 -1.668872 -0.940241
H 2.005699 1.710227 -1.269710
C -1.703043 -1.448227 -1.725095
C 0.995181 2.973363 1.742382
H 1.225340 0.131299 4.330553
C -0.216051 -3.033406 -3.012326
C 2.973510 3.353405 -0.220800
H -1.113386 -3.408284 -3.490004
I 0.906266 -2.906517 1.525832
H 3.132953 -3.443670 -2.617222
C -3.983839 -0.901418 -2.341580
H 0.204703 2.826561 2.498617
C -2.760258 -1.492995 -2.655486
H -5.033681 0.197204 -0.741215
C -0.360024 -1.981795 -2.081619
C 0.016302 1.053592 0.482233
C 1.987319 3.948657 1.927842
C 2.125923 -3.055224 -2.531388
C 1.050734 -3.538997 -3.270702
C 1.886768 -2.015359 -1.623895
C -2.175958 0.098732 2.790834
H 3.727143 3.516786 -0.996732

Cartesian forces, eV/Å:
N -0.6 -0.4 0.4
C -0.3 -0.3 0.0
H -0.3 0.2 0.0
C -0.4 -0.1 -0.7
H 0.3 0.8 -0.9
H 0.0 -0.1 -0.2
H 0.0 -0.3 -0.6
H -0.3 -0.4 -0.1
N -0.1 0.0 -0.3
C -0.4 -0.1 0.4
Hg -0.8 -0.4 -0.6
C 0.7 0.0 1.2
C 0.3 0.1 0.9
H -0.3 -0.5 -0.1
H -0.2 -0.1 0.8
H 0.3 0.3 -0.7
H -0.1 -1.1 -0.5
H 0.0 -0.1 -0.1
H 0.3 -0.6 0.5
C 0.7 -0.1 0.3
H -0.1 0.4 1.0
H 0.0 -0.1 0.1
H -0.1 0.1 -0.5
H 0.1 0.2 0.2
C -0.9 0.2 -0.2
C 0.3 0.4 -0.4
H -0.4 0.2 0.5
C -0.2 0.6 0.6
C -0.2 0.2 0.4
H 0.3 -0.2 -0.1
I 0.0 -0.1 0.5
H -0.1 -0.1 -0.1
C 0.2 -0.1 0.3
H 0.5 0.1 -0.4
C 0.3 0.2 0.3
H 0.1 -0.2 -0.4
C 0.7 -0.4 -0.6
C 0.2 1.8 -1.9
C -0.1 -0.1 -0.2
C -0.2 0.4 0.4
C 0.0 0.2 0.1
C 0.2 -0.3 -0.5
C 0.6 -0.3 0.7
H -0.2 -0.1 0.3

***

(3)
The following is a quantum chemistry calculation of a 2-piece molecular cluster, C9H14 overall in a non-equilibrium geometry, from OMol25.

As for the lowest unoccupied orbital energy: 1.04 eV. The value obtained for the HOMO energy is -8.87 eV. The charge is 0. Its SMILES is Cc1ccccc1.CC.

Element x y z (Å)
H 0.392334 3.004123 0.403499
C -1.014781 1.453748 0.832471
H 3.388889 -0.191830 1.263000
H 1.021048 -1.165102 2.587094
H 1.696819 -2.561455 1.858502
H 2.882929 -1.566766 0.294581
H -3.417764 -1.002916 -1.286246
C 1.965675 -1.550100 2.179550
H 2.597189 -1.700426 3.054364
C -1.535788 0.017756 -1.088206
C 0.291085 1.533991 -1.162533
C 2.524194 -0.803024 0.996648
H 1.837636 -0.203369 0.404532
C -0.323963 0.439499 -1.736294
H -2.348629 -1.385990 -2.627293
C -2.604429 -0.609037 -1.902352
H -3.042736 0.131266 -2.586564
C -1.758451 0.448752 0.197502
H 0.070909 0.041628 -2.649730
H 1.106322 1.985399 -1.722012
H -1.112575 1.673130 1.881495
C -0.072157 2.086985 0.071838
H -2.543746 -0.076262 0.736156

Cartesian forces, eV/Å:
H 0.3 -0.1 0.2
C -0.1 -0.9 -0.5
H -0.1 0.1 -0.1
H 0.2 0.3 -0.2
H 0.0 0.0 0.1
H 0.2 0.3 0.0
H 0.1 0.1 0.0
C -1.5 -0.8 0.6
H 0.5 0.3 -0.2
C 1.7 0.5 -1.6
C 0.7 0.3 -0.4
C 1.0 -0.3 -0.6
H -0.3 0.1 0.4
C -1.5 0.8 1.7
H 0.6 -0.2 0.4
C -1.0 -0.8 -0.6
H 0.0 0.2 0.5
C -0.4 -0.4 1.0
H -0.3 -0.2 -0.4
H 0.0 0.0 0.2
H -0.5 0.2 0.1
C 0.5 0.2 -0.6
H -0.2 0.4 0.0

***

ΔE to the lowest compared entry with this formula, charge and spin / kJ/mol: 529.4; 0.0; 81.0
E_tot / eV: -36923.4071; -35294.6734; -9559.3415